(1)
Formula: C11H26Cl2IrN4
Source: the OMol25 dataset
Level of theory: the ωB97M-V functional and the def2-TZVPD basis

```
44
Properties=species:S:1:pos:R:3:lowdin_spin:R:1
Ir -0.3604 0.8184 0.7534 2.904
Cl 1.3030 -4.3473 -4.6431 0.759
Cl -0.2244 -2.3197 -2.9675 0.053
N 1.4340 -0.2003 1.3388 0.205
N 0.9753 1.7300 -0.5450 0.174
N -1.9054 1.0989 -0.5493 0.214
N -1.3689 -0.8809 1.3613 0.184
C 2.3906 1.4681 -0.0538 0.022
C 0.6350 3.0584 -1.1649 0.033
C -2.7619 -0.1116 -0.4280 0.020
C -2.8039 -0.6131 1.0203 0.032
C -1.4924 1.5914 -1.9351 0.018
C -0.9946 -1.5805 2.6432 0.032
C 1.3609 -3.2242 -3.3188 0.107
C 0.3777 -2.1952 2.4360 0.002
C 1.4445 -1.0983 2.5383 0.026
C -0.8186 2.9590 -1.6407 0.004
C 2.5268 0.8379 1.3439 0.031
H 1.3703 3.2340 -1.9744 0.009
H 0.9169 1.1154 -1.3824 0.003
H 2.9970 2.3553 -0.2068 0.003
H -1.0069 -1.4730 0.6287 0.003
H 1.6145 -0.8349 0.5269 0.002
H 2.7566 0.7102 -0.7572 0.001
H -2.3332 1.7877 -2.5869 0.005
H -3.1618 0.1599 1.6800 0.003
H -1.7890 -2.3251 2.8774 0.011
H 2.5030 1.4969 2.2152 0.002
H -3.4653 -1.4712 1.1762 0.008
H -0.8942 0.8133 -2.3704 0.001
H 1.5701 -3.7690 -2.3863 0.043
H -2.3839 1.8925 -0.1068 0.018
H -0.9408 3.5666 -2.5514 0.000
H 0.4127 -2.7278 1.4736 0.000
H 3.5111 0.3650 1.4215 0.009
H 0.5953 -2.9646 3.1957 0.001
H -1.0220 -0.8830 3.4621 0.002
H -2.3498 -0.8714 -1.0946 0.000
H 1.2693 -0.4664 3.4325 0.001
H -1.4044 3.4596 -0.8133 0.001
H 0.7477 3.7968 -0.3388 0.000
H 2.1208 -2.4561 -3.5044 0.037
H 2.4112 -1.5824 2.5970 0.009
H -3.7622 0.0806 -0.8018 0.005
```

For the largest force on an atom, the calculation gives 4.6 eV Å⁻¹. The molar mass is 477.5 g mol⁻¹. As for the charge: +4. Its LUMO energy (spin up / spin down) is -12.9 / -18.4 eV. For the total energy, the calculation gives -1676.513945 a.u. Its multiplicity is 6.

(2)
Formula: C11H26ClHfN2O7
Source: the OMol25 dataset
Level of theory: the ωB97M-V functional and the def2-TZVPD basis

```
48
Properties=species:S:1:pos:R:3:mulliken_charge:R:1
Hf -0.6118 -30.4505 8.7583 1.392
Cl 1.8360 -30.9800 13.5589 1.628
O 2.9001 -30.0358 13.7820 -0.457
O 0.6487 -27.2111 18.2906 -0.499
O -3.9211 -27.7118 10.5639 -0.145
O 1.9644 -31.7528 12.4279 -0.418
O 1.0684 -28.3877 20.0187 -0.444
O 1.5510 -31.7846 14.7053 -0.431
O 0.6216 -30.3471 13.1535 -0.442
N 2.5479 -17.9199 13.1631 0.263
N 0.3406 -28.0091 19.1268 0.888
C 1.5045 -20.0457 13.9434 -0.541
C -0.9825 -28.5965 19.0611 -0.673
C -4.6662 -27.0035 11.5764 0.017
C 2.0873 -18.7056 14.3949 -0.712
C 2.5942 -15.4228 12.3050 -0.252
C -3.9243 -26.4622 12.7331 -0.994
C 3.9856 -18.2397 12.7037 -0.995
C 1.6405 -18.4319 12.0186 -0.632
C 1.1437 -19.8609 12.4100 -0.712
C 2.3821 -16.3711 13.4473 -0.662
C 2.1703 -13.9988 12.6149 -1.431
H 3.0714 -16.2267 14.2792 0.412
H 1.3285 -16.2175 13.6807 0.394
H 1.5154 -20.5675 11.6679 0.354
H 2.8862 -18.7909 15.1315 0.438
H -1.0170 -29.6148 19.4484 0.311
H 2.2068 -18.3463 11.0912 0.449
H 4.5408 -18.3635 13.6335 0.322
H -2.9858 -25.9214 12.6116 0.349
H 0.0660 -19.9772 12.2951 0.353
H -1.6221 -27.8309 19.5002 0.290
H 2.3947 -13.3131 11.7978 0.386
H 2.6782 -13.5590 13.4733 0.368
H 2.2467 -20.8436 13.9683 0.272
H 3.9745 -19.2676 12.3413 0.453
H 2.1532 -15.7764 11.3730 0.349
H 4.4368 -17.6117 11.9354 0.345
H 0.6707 -20.4034 14.5474 0.400
H -4.5362 -25.7177 13.2423 0.371
H 3.6597 -15.4317 12.0753 0.289
H -1.2047 -28.7329 18.0027 0.267
H -3.6978 -27.1923 13.5101 0.317
H -5.4987 -27.6345 11.8875 0.339
H -5.1661 -26.1149 11.1911 0.333
H 0.7987 -17.7397 11.9967 0.365
H 1.2545 -18.1666 14.8466 0.362
H 1.1088 -13.8886 12.8364 0.364
```

For the largest force on an atom, the calculation gives 6.0 eV Å⁻¹. The molar mass is 512.3 g mol⁻¹. As for the charge: +3. Its LUMO energy is -14.2 eV. For the total energy, the calculation gives -1577.095767 a.u.

(3)
Formula: C11H26F3NO12P2
Source: the OMol25 dataset
Level of theory: the ωB97M-V functional and the def2-TZVPD basis

```
55
Properties=species:S:1:pos:R:3:mulliken_charge:R:1
P 9.0922 1.5896 17.5268 1.029
P -0.0377 1.9075 14.0224 0.925
F 5.7008 0.6322 15.5810 -0.286
F 4.3780 -0.7460 14.7446 -0.167
F 5.5225 -1.3765 16.5390 -0.275
O -0.2008 3.2728 14.5840 -0.685
O 7.3433 -0.2489 13.7652 -0.188
O 6.5946 -2.4271 14.1425 -0.580
O 0.2332 1.8708 12.4156 -0.308
O 10.6653 1.6452 17.8388 -0.397
O 1.3268 1.1905 14.6016 -0.222
O 8.7485 0.2766 16.9343 -0.567
O 8.4304 1.9840 18.9897 -0.400
O 1.7651 -4.4260 14.4031 -0.530
O 8.6526 2.8963 16.6462 -0.329
O 2.3197 -5.3771 12.5216 -0.527
O -1.2054 0.8762 14.2934 -0.340
N 2.3354 -4.4343 13.2756 0.860
C 11.6061 1.3902 16.7735 -0.178
C 8.1634 2.7924 15.3162 -0.166
C 1.1082 2.8091 11.6794 -0.657
C 9.6780 -1.1866 13.4939 -1.015
C 3.1336 -3.2335 12.8953 -0.651
C 7.1379 1.7052 19.3796 -0.496
C 2.4176 1.9487 15.0594 -0.566
C 6.5404 -1.1904 14.3510 0.217
C 8.3826 -0.6448 12.7981 -0.405
C 5.4985 -0.6332 15.3706 1.054
C -1.2507 0.3314 15.5731 -0.595
H 2.4032 2.9989 14.7678 0.376
H 7.0954 1.2518 20.3700 0.245
H 7.2405 2.2161 15.3803 -0.093
H 11.8824 2.2486 16.1613 0.295
H 12.5338 0.9104 17.0854 0.284
H 2.5491 1.9456 16.1414 0.309
H 3.9214 -3.0354 13.6220 0.243
H -0.4187 0.6286 16.2115 0.260
H 3.5043 -3.5220 11.9117 0.306
H -2.1883 0.4269 16.1208 0.279
H 8.8562 2.5258 14.5180 0.265
H 0.8224 2.9926 10.6436 0.278
H 6.6920 2.6962 19.2955 0.271
H 9.3025 -2.1609 13.8066 0.326
H 7.9895 -1.2030 11.9484 0.348
H 8.6145 0.2754 12.2618 0.337
H 7.6777 3.7522 15.1400 0.336
H 2.1398 2.4698 11.7734 0.248
H -1.1946 -0.7534 15.4823 0.267
H 9.8569 -0.7939 14.4949 0.227
H 6.6074 1.0694 18.6707 0.162
H 11.0977 0.7977 16.0129 -0.158
H 3.3333 1.5184 14.6539 0.074
H 1.1192 3.8003 12.1327 0.322
H 10.5325 -1.3377 12.8343 0.371
H 2.3694 -2.4595 12.8231 0.266
```

For the largest force on an atom, the calculation gives 4.8 eV Å⁻¹. The molar mass is 483.3 g mol⁻¹. As for the charge: 0. Its LUMO energy is 0.2 eV. For the total energy, the calculation gives -2374.682897 a.u.

(4)
Formula: C11H26FeN3O6
Source: the OMol25 dataset
Level of theory: the ωB97M-V functional and the def2-TZVPD basis

```
47
Properties=species:S:1:pos:R:3:lowdin_spin:R:1
Fe 1.3767 -22.4810 3.1234 3.710
O 3.1689 -21.4701 3.2572 0.073
O -0.2701 -21.4194 3.5877 0.037
O 1.6199 -23.0458 5.1212 0.055
O 0.9512 -21.7089 1.1707 0.021
O 6.0245 -21.1398 0.1727 0.000
O 1.0968 -24.2602 2.2519 0.088
N -0.4492 -19.3780 4.5226 -0.004
N -0.5833 -20.8510 -0.2447 0.000
N 4.7907 -23.0270 -0.0359 0.000
C 5.4846 -23.5775 -1.1604 0.000
C -0.7568 -19.5853 0.4251 0.000
C 3.5496 -21.5279 4.6121 0.006
C 3.6525 -23.8125 0.4449 -0.001
C 5.1148 -21.8585 0.5794 0.000
C -1.1909 -20.9579 -1.5617 0.000
C -0.9210 -20.6271 4.2350 -0.001
C 2.9182 -22.6722 5.4575 0.006
C 0.9597 -19.0879 4.4777 -0.001
C 0.3350 -21.7624 0.1358 0.001
C -1.2451 -18.5426 5.4015 0.000
H -0.8046 -18.4302 6.3985 0.000
H 3.5436 -23.5880 5.3990 0.000
H 2.7577 -23.6260 -0.1513 0.000
H -2.2486 -20.6845 -1.4658 0.000
H -0.0581 -18.8222 0.0677 0.000
H 6.0359 -24.4800 -0.8748 0.000
H -1.1694 -21.9686 -1.9559 0.000
H 3.4048 -20.5553 5.1137 0.000
H 1.4747 -19.5696 3.6419 0.000
H 4.6356 -21.7279 4.6253 0.001
H 0.4039 -22.6040 -0.5664 0.000
H -0.5846 -19.7464 1.4890 0.000
H -1.7652 -19.2054 0.2635 0.000
H 3.9003 -24.8750 0.4324 0.000
H 1.4860 -19.4195 5.3779 0.000
H 4.5010 -21.6527 1.4731 0.000
H -2.2741 -18.8768 5.5014 0.000
H 3.4522 -23.5340 1.4711 0.000
H 4.8177 -23.8203 -1.9910 0.000
H -1.9406 -20.8205 4.5901 0.001
H -1.2669 -17.5251 4.9921 0.000
H -0.7813 -20.2195 -2.2585 0.000
H 3.0198 -22.3879 6.5274 0.001
H 1.1026 -18.0125 4.3430 0.000
H 0.7582 -24.7729 1.5333 0.009
H 6.2301 -22.8754 -1.5367 0.000
```

For the largest force on an atom, the calculation gives 2.3 eV Å⁻¹. The molar mass is 352.2 g mol⁻¹. As for the charge: -1. Its LUMO energy (spin up / spin down) is 2.5 / 2.5 eV. For the total energy, the calculation gives -2314.156683 a.u. Its multiplicity is 5.

(5)
Formula: C11H26N2NbO4
Source: the OMol25 dataset
Level of theory: the ωB97M-V functional and the def2-TZVPD basis

```
44
Properties=species:S:1:pos:R:3:mulliken_charge:R:1
Nb 2.5271 0.7717 -1.4722 -0.027
O -4.0194 1.0283 2.2658 -0.541
O -3.4781 -1.1770 1.9531 -0.184
O -5.4530 -0.6399 2.8982 -0.328
O 3.8548 -0.8686 -1.1194 -0.749
N 1.0194 -0.5996 -2.1366 -0.968
N 1.5759 3.6060 -0.5593 -0.470
C -3.8238 -3.5078 1.4217 -1.433
C 1.2300 2.6158 -1.6901 -0.442
C -4.2914 -0.1574 2.3645 0.589
C 0.9152 3.1808 0.7402 -0.280
C -0.2355 -0.2917 -1.6795 0.923
C -0.7801 -0.4010 -0.1376 -0.424
C -5.5258 -1.9972 2.5047 -0.499
C 6.3643 -0.3922 -0.7978 -0.774
C -4.0816 -2.3807 2.4020 0.468
C 4.8540 -0.5243 -0.0957 -0.170
C -1.2883 0.3137 -2.8301 -0.919
H -4.2954 -4.4370 1.7551 0.387
H 7.1434 -0.4136 0.0954 0.272
H -3.6572 -2.6319 3.3815 0.225
H 2.6090 3.7212 -0.4681 0.297
H 0.0735 2.4640 -1.6210 0.093
H 4.6655 0.4873 0.4627 0.211
H 0.2494 4.0419 1.2218 0.219
H -6.0658 -2.5914 3.2458 0.311
H 6.4493 0.5664 -1.4647 0.188
H 1.6670 2.8248 1.5648 0.181
H 3.0753 0.8950 -3.2270 -0.022
H -1.6859 1.3369 -2.3722 0.263
H -2.7473 -3.6745 1.3173 0.344
H -4.2006 -3.2620 0.4228 0.353
H -6.0596 -2.0455 1.5481 0.315
H -1.7950 0.2244 -0.1011 0.161
H 1.4484 3.1148 -2.7443 0.206
H -0.0268 0.0521 0.6547 0.095
H 6.6012 -1.3148 -1.5110 0.209
H -2.1384 -0.4478 -3.0875 0.308
H 3.9215 1.8649 -1.0667 0.024
H 2.0396 0.6404 0.2922 0.096
H -1.0557 -1.4922 0.2047 0.108
H 0.1536 2.2821 0.5532 -0.066
H -0.7249 0.5790 -3.8296 0.232
H 4.9923 -1.3635 0.7412 0.218
```

For the largest force on an atom, the calculation gives 6.0 eV Å⁻¹. The molar mass is 343.2 g mol⁻¹. As for the charge: -1. Its LUMO energy is 2.1 eV. For the total energy, the calculation gives -901.892060 a.u.

(6)
Formula: C11H26N3O3
Source: the OMol25 dataset
Level of theory: the ωB97M-V functional and the def2-TZVPD basis

```
43
Properties=species:S:1:pos:R:3:mulliken_charge:R:1
O -2.3518 -1.8208 0.3823 -0.580
O 0.0489 -4.0171 -0.7342 -0.362
O 0.2374 3.3113 1.1794 -0.360
N -2.0790 -2.4569 -1.9246 -0.354
N 2.3576 -1.0922 -3.1511 -0.626
N -1.4457 1.7000 2.4662 -0.227
C 0.0013 -1.2166 -2.1417 0.581
C 1.4558 -3.9571 -0.4258 -0.540
C -1.9447 -1.5795 -0.7587 0.429
C 0.8507 2.4368 2.1228 -0.700
C -0.7552 -2.5374 -2.6410 -0.067
C -1.1251 -0.3521 -1.3512 -0.029
C -0.2132 -3.9688 -2.1442 -0.671
C 0.9955 -0.4491 -3.1214 -0.678
C -0.1718 2.0207 3.1876 0.268
C 0.4602 4.7031 1.4285 -0.708
C -0.4634 3.1120 4.2068 -1.469
H -1.0077 -2.5203 -3.7602 0.435
H -1.0474 2.7085 5.0386 0.426
H 1.7601 2.8562 2.5592 0.479
H 1.6483 -2.9179 0.0289 0.146
H 0.1537 1.1115 3.6982 0.359
H 2.1461 -4.0689 -1.3178 0.267
H -1.0384 3.9366 3.7798 0.390
H 0.4625 3.5149 4.6195 0.366
H 2.6000 -1.4291 -2.2057 0.271
H 1.1471 1.5454 1.5601 0.352
H 0.6724 -1.5270 -1.2783 -0.416
H 0.6398 -4.3201 -2.8055 0.345
H 1.1837 0.6208 -2.7516 0.240
H -1.6114 2.4464 1.7741 0.397
H -0.5197 0.1094 -0.5071 -0.291
H -0.3823 5.1125 1.9889 0.271
H 1.3913 4.8873 1.9687 0.338
H -1.6912 0.4162 -1.9694 0.341
H -2.2593 1.6300 3.0813 0.365
H -1.3665 0.8299 1.9254 0.195
H -1.0782 -4.6969 -2.3352 0.382
H 0.5062 5.2146 0.4664 0.239
H 1.7859 -4.7273 0.3502 0.243
H 0.6189 -0.3503 -4.1915 0.362
H -2.9087 -2.3159 -2.5047 0.314
H 2.3375 -1.9030 -3.7921 0.278
```

For the largest force on an atom, the calculation gives 3.4 eV Å⁻¹. The molar mass is 248.3 g mol⁻¹. As for the charge: +1. Its LUMO energy is -3.0 eV. For the total energy, the calculation gives -824.376382 a.u.

Look up the largest force on an atom of the sixth one.
3.4 eV Å⁻¹